1.
Molecular formula: C26H47Cl18NO3Si
Method: DFT, ωB97M-V/def2-TZVPD

Last column: Löwdin charge in e.
Geometry (Å):
1 C -4.6049 -0.3210 1.2793  -0.1479
2 Si -4.1091 1.1465 2.3663  0.5891
3 C -5.5086 1.4259 3.6073  -0.1654
4 C -3.8511 2.7383 1.4121  -0.2747
5 C -2.7295 2.7401 0.3535  -0.2409
6 C -3.2139 2.2542 -1.0188  -0.2153
7 C -2.1336 1.6068 -1.8848  -0.1990
8 C -1.4398 0.3867 -1.2857  -0.1943
9 C -0.7731 -0.4742 -2.3640  -0.2123
10 C 0.6909 -0.0630 -2.6014  -0.1863
11 C 1.6691 -0.8554 -1.7653  -0.1364
12 O 1.8913 -0.3397 -0.4270  0.0287
13 C 2.8243 0.6125 -0.3719  -0.5981
14 O 2.6250 1.7672 -0.5978  0.1632
15 O 4.0354 0.0876 -0.0697  -0.0491
16 N 4.8786 0.9850 0.6147  0.0759
17 C -2.6117 0.6162 3.3751  -0.2625
18 C -2.4078 1.0542 4.6790  -0.2341
19 C -1.3097 0.6479 5.4267  -0.1593
20 C -0.3966 -0.2443 4.8827  -0.1010
21 C -0.5855 -0.6906 3.5836  -0.0814
22 C -1.6747 -0.2704 2.8348  -0.0922
23 H -4.2810 -1.2176 1.7994  0.0334
24 H -4.1642 -0.2612 0.2921  0.0024
25 H -5.6903 -0.3301 1.2298  0.0308
26 H -5.6531 0.4748 4.1155  0.0100
27 H -5.2632 2.1815 4.3455  0.0281
28 H -6.4052 1.6745 3.0453  0.0270
29 H -3.7576 3.5974 2.0711  0.0609
30 H -4.7786 2.9131 0.8585  0.0115
31 H -1.8430 2.2144 0.7014  0.0938
32 H -2.4391 3.7784 0.2034  0.0941
33 H -3.5168 3.1457 -1.5688  0.1040
34 H -4.0950 1.6194 -0.9446  0.0989
35 H -1.3897 2.3791 -2.0863  0.1171
36 H -2.5780 1.3310 -2.8418  0.1068
37 H -0.6537 0.7365 -0.6202  0.1044
38 H -2.1142 -0.2239 -0.6875  0.0925
39 H -0.7470 -1.4938 -1.9835  0.0481
40 H -1.3376 -0.4982 -3.2902  0.0587
41 H 0.9519 -0.2635 -3.6425  0.0410
42 H 0.7588 1.0089 -2.4365  0.1122
43 H 1.3443 -1.8838 -1.6572  0.1113
44 H 2.6332 -0.8867 -2.2749  0.1287
45 H 4.9536 1.8562 0.1099  0.0911
46 H 4.5644 1.0915 1.5682  0.1012
47 H -3.0951 1.7445 5.1422  0.0813
48 H -1.1655 0.9760 6.4443  0.1006
49 H 0.4381 -0.5994 5.4624  0.0347
50 H 0.1133 -1.3981 3.1601  0.1008
51 H -1.7923 -0.6614 1.8342  0.0897
52 C -1.7441 -4.0679 -3.3982  -1.0095
53 Cl -0.0509 -4.4553 -3.0614  0.5135
54 Cl -2.5880 -3.4947 -1.9578  0.5354
55 H -1.7762 -3.2879 -4.1501  0.0047
56 H -2.2396 -4.9609 -3.7586  0.0240
57 C -0.4138 0.7793 -6.6453  -1.0046
58 Cl -1.2325 -0.6882 -6.0901  0.5388
59 Cl 1.1014 1.0738 -5.7899  0.5358
60 H -0.2016 0.6649 -7.7003  -0.0321
61 H -1.0705 1.6253 -6.4839  0.0321
62 C 2.2654 -3.3124 6.4889  -1.0111
63 Cl 0.5169 -3.5693 6.5006  0.5181
64 Cl 2.6811 -1.6050 6.6963  0.5152
65 H 2.7068 -3.8743 7.3019  0.0223
66 H 2.6593 -3.6472 5.5393  0.0229
67 C 3.8012 1.3706 -9.0270  -1.0220
68 Cl 2.0589 1.1148 -8.8437  0.5267
69 Cl 4.2795 2.9874 -8.4996  0.5127
70 H 4.3241 0.6407 -8.4239  -0.0444
71 H 4.0641 1.2504 -10.0707  0.0300
72 C -5.3453 -1.1744 6.8509  -0.9874
73 Cl -5.6738 -2.8949 6.5834  0.4994
74 Cl -3.7428 -0.6945 6.2600  0.6712
75 H -6.0920 -0.5961 6.3191  0.0141
76 H -5.4024 -0.9746 7.9143  0.0235
77 C 6.0487 -2.4886 0.2375  -1.0108
78 Cl 5.1488 -3.9559 0.6431  0.5107
79 Cl 7.5715 -2.3922 1.1336  0.5304
80 H 6.2705 -2.5034 -0.8224  0.0282
81 H 5.4449 -1.6255 0.4832  -0.0125
82 C -5.9674 5.9228 -0.0878  -1.0034
83 Cl -6.8202 4.5366 0.6034  0.5349
84 Cl -4.5333 6.3599 0.8478  0.5248
85 H -5.6588 5.6692 -1.0947  0.0232
86 H -6.6422 6.7697 -0.1012  0.0215
87 C 8.5719 -5.1164 3.4880  -1.0368
88 Cl 7.2844 -5.9761 4.3449  0.4904
89 Cl 9.6057 -6.2239 2.5780  0.4979
90 H 8.1219 -4.4170 2.7941  -0.0508
91 H 9.1807 -4.5944 4.2161  0.0250
92 C 6.7100 0.6956 -6.1984  -1.0142
93 Cl 6.7645 0.0506 -7.8474  0.5321
94 Cl 7.7679 2.0926 -6.0025  0.5151
95 H 5.6918 0.9969 -5.9797  0.0192
96 H 7.0290 -0.0826 -5.5161  0.0244

Its largest force on an atom is 1.452 eV/Å. The LUMO energy is 0.03 eV. For the HOMO energy, the calculation gives -0.3222 Ha. The calculated total energy is -9872.2422 Ha.

---

2.
Molecular formula: C26H47Cl2PZr
Method: DFT, ωB97M-V/def2-TZVPD

Last column: Löwdin charge in e.
Geometry (Å):
1 Zr 0.7117 0.0957 1.9178  0.9341
2 P -0.1900 0.2658 -0.4811  1.0113
3 Cl 3.0059 0.3095 2.6435  0.1416
4 C -0.6233 0.9867 3.2071  -0.2334
5 H -0.3101 1.6080 4.0651  0.0205
6 H -1.6763 1.1563 2.9552  0.0412
7 C 1.1581 -0.7176 -1.3320  -0.4268
8 C -0.0284 2.0781 -0.9404  -0.4194
9 C 2.5620 -0.1744 -1.0305  -0.2209
10 H 1.0706 -1.7110 -0.8498  0.1145
11 C 3.6272 -1.1778 -1.5186  -0.1829
12 H 2.7070 0.7957 -1.5327  0.1033
13 H 2.7401 0.0119 0.0462  0.0273
14 C 3.4556 -1.5628 -2.9927  -0.1990
15 H 4.6276 -0.7564 -1.3571  0.1165
16 H 3.5545 -2.0801 -0.8963  0.1192
17 C 2.0163 -1.9538 -3.3535  -0.1926
18 H 3.7707 -0.7222 -3.6263  0.1140
19 H 4.1253 -2.3968 -3.2265  0.1090
20 C 0.9704 -0.9505 -2.8458  -0.2043
21 H 1.9205 -2.0606 -4.4420  0.1120
22 H 1.7960 -2.9377 -2.9166  0.1158
23 H 1.0717 0.0023 -3.3856  0.1038
24 H -0.0321 -1.3360 -3.0703  0.0854
25 C -1.8330 -0.3023 -1.0878  -0.4262
26 C 0.5189 2.3569 -2.3534  -0.2107
27 H -1.0725 2.4458 -0.9106  0.1192
28 C 0.4809 3.8625 -2.6597  -0.1928
29 H 1.5525 1.9924 -2.4328  0.0961
30 H -0.0652 1.8244 -3.1181  0.0944
31 C 1.1960 4.7015 -1.5907  -0.2008
32 H 0.9363 4.0456 -3.6427  0.1121
33 H -0.5692 4.1828 -2.7253  0.1148
34 C 0.7706 4.3564 -0.1583  -0.1822
35 H 2.2811 4.5602 -1.6939  0.1152
36 H 1.0006 5.7626 -1.7794  0.1090
37 C 0.7759 2.8339 0.1277  -0.2409
38 H 1.4301 4.8659 0.5543  0.1133
39 H -0.2483 4.7313 0.0139  0.1171
40 H 1.8234 2.4876 0.1414  0.1130
41 H 0.3499 2.6704 1.1381  0.0720
42 C -1.9414 -1.8343 -1.0063  -0.2096
43 H -2.5261 0.1231 -0.3364  0.1240
44 C -3.3303 -2.3406 -1.4399  -0.1902
45 H -1.1704 -2.3047 -1.6358  0.1032
46 H -1.7422 -2.1708 0.0214  0.0991
47 C -3.7876 -1.7703 -2.7908  -0.2027
48 H -3.3217 -3.4369 -1.4838  0.1118
49 H -4.0615 -2.0513 -0.6695  0.1164
50 C -3.6502 -0.2431 -2.8771  -0.1916
51 H -3.1991 -2.2335 -3.5976  0.1141
52 H -4.8321 -2.0483 -2.9674  0.1079
53 C -2.2598 0.2648 -2.4548  -0.2059
54 H -3.8650 0.0951 -3.8992  0.1121
55 H -4.3990 0.2192 -2.2146  0.1167
56 H -1.5256 -0.0067 -3.2295  0.0977
57 H -2.2830 1.3627 -2.4215  0.1034
58 C 0.0581 -1.7403 2.7630  -0.3679
59 C -0.3259 -0.6853 3.6813  -0.4658
60 H -0.1306 -1.6005 1.5861  0.0303
61 C -1.5930 -1.0152 4.5878  -0.1754
62 H 0.4636 -0.5488 4.4564  0.1193
63 C -1.4723 -2.4091 5.1700  -0.2161
64 H -1.6106 -0.2314 5.3526  0.1133
65 H -2.4544 -0.9262 3.9216  0.1108
66 C -1.3027 -3.4743 4.0808  -0.1963
67 H -0.6022 -2.4205 5.8371  0.1172
68 H -2.3513 -2.6243 5.7888  0.1090
69 C -0.0353 -3.1621 3.2295  -0.1970
70 H -1.2765 -4.4848 4.5335  0.1097
71 H -2.1849 -3.4695 3.4327  0.1033
72 H 0.8346 -3.3559 3.8732  0.1151
73 H 0.0748 -3.9059 2.4257  0.1093
74 Cl 2.1336 2.2343 5.2268  0.4550
75 C 2.6716 2.4914 3.6588  -0.8950
76 H 1.9062 2.8501 2.9701  -0.0578
77 H 3.7334 2.7033 3.5673  -0.0401

Its largest force on an atom is 5.844 eV/Å. The LUMO energy (spin up / spin down) is -0.20 / -0.20 eV. For the HOMO energy (spin up / spin down), the calculation gives -0.1325 / -0.1327 Ha. The calculated total energy is -2327.4524 Ha.

---

- Which of these has the lowest calculated total energy?
  C26H47Cl18NO3Si

---

- The lowest calculated total energy belongs to which entry?
  C26H47Cl18NO3Si

---

- What is the largest force on an atom in the first record?
  1.452 eV/Å